# 1
Formula: C38H40BNO2S
Source: OMol25
Level of theory: wB97M-V/def2-TZVPD

```
! RIJCOSX wB97M-V def2-TZVPD def2/J DEFGRID3
* xyz 0 1
C 4.3478 7.0816 -0.2084
C 3.8131 5.8043 -0.7182
C 3.5726 5.4261 -2.0249
C 2.9117 4.1467 -2.1373
C 2.6049 3.6055 -0.9111
B 1.8040 2.2377 -0.5700
C 0.1733 2.5709 -0.5366
C -0.3746 3.2419 0.5517
C -1.7427 3.5269 0.5976
C -2.6120 3.0324 -0.4108
N -3.9622 3.2339 -0.3485
C -4.8819 2.4645 -1.1625
C -4.5523 4.2199 0.5344
C -2.0351 2.3140 -1.4897
C -0.6513 2.1495 -1.5764
O 2.1483 1.3793 -1.6754
C 2.5125 0.1623 -1.0675
C 1.2481 -0.6977 -0.9104
C 3.5081 -0.5347 -1.9804
C 3.1035 0.6492 0.3662
C 3.0426 -0.4002 1.4692
C 4.5370 1.1595 0.2492
O 2.2456 1.7252 0.7057
S 3.2935 4.5420 0.3725
H 4.6531 7.7025 -1.0540
H 3.5744 7.6124 0.3598
H 5.2093 6.9178 0.4483
H 3.8522 6.0535 -2.8684
H 2.6703 3.7032 -3.0967
H 0.2672 3.5557 1.3727
H -2.1407 4.1067 1.4281
H -4.5202 1.4353 -1.2864
H -5.8593 2.4423 -0.6694
H -5.0105 2.8988 -2.1671
H -3.8845 5.0824 0.6484
H -5.5018 4.5567 0.1044
H -4.7546 3.8118 1.5376
H -2.6639 1.9043 -2.2783
H -0.2371 1.6847 -2.4699
H 1.4934 -1.7146 -0.5771
H 0.5453 -0.2505 -0.1925
H 0.7492 -0.7732 -1.8866
H 3.8896 -1.4468 -1.5051
H 2.9994 -0.8176 -2.9093
H 4.3387 0.1342 -2.2287
H 3.6086 -1.2902 1.1645
H 3.5040 0.0069 2.3767
H 2.0107 -0.6847 1.6966
H 5.2213 0.3186 0.0719
H 4.6529 1.8975 -0.5555
H 4.8239 1.6356 1.1958
C -1.1905 -3.6126 0.8738
C -0.0310 -4.0359 1.6246
C 1.2398 -4.1173 1.0043
C 2.3574 -4.5305 1.7279
C 2.2318 -4.9172 3.0695
C 0.9731 -4.8797 3.6855
C -0.1490 -4.4629 2.9712
C -2.4089 -3.0610 1.4343
C -3.4061 -3.0272 0.3928
C -4.7141 -2.6615 0.6693
C -5.0448 -2.2568 1.9688
C -4.0772 -2.2795 2.9891
C -2.7595 -2.6767 2.7274
C -2.8107 -3.5631 -0.8157
C -1.4554 -3.9534 -0.5112
C -0.7419 -4.7107 -1.4434
C -1.2935 -4.9166 -2.7159
C -2.5944 -4.4841 -3.0214
C -3.3785 -3.8483 -2.0480
H 1.3328 -3.8686 -0.0557
H 3.3238 -4.5758 1.2240
H 3.1050 -5.2569 3.6226
H 0.8626 -5.1911 4.7246
H -1.1387 -4.5126 3.4297
H -5.4522 -2.7046 -0.1320
H -6.0565 -1.9220 2.1939
H -4.3589 -2.0003 4.0040
H -2.0074 -2.6924 3.5142
H 0.2132 -5.1520 -1.1691
H -0.7052 -5.4392 -3.4702
H -2.9981 -4.6514 -4.0198
H -4.4128 -3.5618 -2.2273
*
```

## Properties
Kohn-Sham gap in eV: 1.87
Molecular weight in g mol⁻¹: 585.62
Total energy in eV: -57150.432

=====

# 2
Formula: C38H40Br2F6NO25
Source: OMol25
Level of theory: wB97M-V/def2-TZVPD

```
! RIJCOSX wB97M-V def2-TZVPD def2/J DEFGRID3
* xyz 1 1
O -8.2114 5.3734 0.8025
C -7.1244 4.8766 0.7711
O -6.6391 4.2866 1.9331
C -6.3595 4.9183 -0.6163
F -6.8345 5.9894 -1.3158
F -6.7300 3.7473 -1.2963
C -4.7680 4.9287 -0.4704
F -4.4721 6.0394 0.2962
F -4.4696 3.7305 0.1828
C -4.0008 5.0952 -1.8355
F -4.2303 6.3962 -2.2728
F -4.4549 4.2713 -2.8502
C -2.4258 4.9330 -1.7644
O -1.7746 5.6049 -2.5244
C -1.6469 3.9601 -0.8314
C -1.7684 2.5015 -1.1044
C -1.0851 1.5588 -0.2272
C -0.3135 2.1209 0.9098
C 0.3780 1.1436 1.8338
C 0.2540 -0.3973 1.5423
C 1.2020 -0.6782 0.2733
C 2.6810 -0.9980 0.7267
Br 3.9839 0.3696 0.0368
C 1.1451 1.7071 2.9288
N 1.2510 3.0930 3.1149
C 0.6360 4.0520 2.3255
O 0.8570 5.3537 2.6818
C -0.1624 3.5768 1.1830
C -0.8670 4.5322 0.2797
Br -0.8588 6.4630 0.4201
H -6.4384 3.3565 1.6975
H -2.3896 2.1190 -1.9579
H -1.1796 0.4678 -0.4185
H 0.6715 -0.9173 2.4441
H -0.8083 -0.6907 1.3543
H 0.7611 -1.4531 -0.4047
H 1.2220 0.2844 -0.3051
H 2.9799 -1.9672 0.2582
H 2.7998 -0.9967 1.8319
H 1.6849 0.9920 3.6160
H 1.8343 3.4116 3.8947
H 0.8066 5.3791 3.6582
C -3.6191 3.7791 -6.8605
C -2.3678 3.3794 -6.1334
O -2.5039 1.9658 -6.0120
C -3.3402 1.5558 -7.0055
O -3.5349 0.4177 -7.2918
O -3.9222 2.6174 -7.6287
H -3.4693 4.6445 -7.5051
H -4.4522 3.9827 -6.1823
H -1.4633 3.6002 -6.7028
H -2.2897 3.8474 -5.1520
C 1.3496 -3.9340 6.1748
C 0.3727 -2.7962 6.2733
O 0.3186 -2.3095 4.9341
C 0.6920 -3.3319 4.1193
O 0.5964 -3.3149 2.9297
O 1.1859 -4.3748 4.8303
H 1.1292 -4.7371 6.8768
H 2.3845 -3.6126 6.3174
H -0.6261 -3.1257 6.5703
H 0.7057 -2.0167 6.9577
C 6.0223 -0.2573 5.0755
C 5.2389 0.6913 5.9365
O 4.0263 0.8546 5.2002
C 3.8840 -0.2424 4.4139
O 2.8914 -0.5018 3.7936
O 4.9986 -1.0035 4.4177
H 6.6695 -0.9125 5.6564
H 6.6231 0.2573 4.3221
H 5.0031 0.2714 6.9172
H 5.7438 1.6465 6.0736
C -1.0397 -6.4487 1.3724
C -0.9258 -6.2836 2.8598
O -1.9509 -7.1417 3.3572
C -2.1880 -8.0807 2.3997
O -2.8657 -9.0471 2.5595
O -1.5490 -7.7727 1.2396
H -0.0806 -6.3480 0.8662
H -1.7513 -5.7492 0.9257
H 0.0376 -6.6240 3.2464
H -1.0911 -5.2559 3.1779
C 3.8436 0.8771 -4.7422
C 3.0863 -0.2292 -5.4201
O 2.6435 -1.0259 -4.3246
C 2.6090 -0.2239 -3.2304
O 2.1246 -0.5332 -2.1836
O 3.1939 0.9752 -3.4774
H 3.7827 1.8198 -5.2848
H 4.8954 0.6280 -4.5806
H 2.2134 0.1345 -5.9682
H 3.7114 -0.8106 -6.0966
C 0.5961 -10.6078 5.8717
C -0.1777 -9.7396 4.9207
O 0.6762 -8.6078 4.7590
C 1.9427 -9.0131 5.0497
O 2.9179 -8.3577 4.8542
O 1.9495 -10.2593 5.5904
H 0.4247 -11.6699 5.7016
H 0.3828 -10.3771 6.9187
H -0.3264 -10.2127 3.9469
H -1.1462 -9.4411 5.3198
C 1.8390 5.1155 -9.7624
C 0.3551 4.8946 -9.8417
O 0.0272 4.4631 -8.5227
C 0.9990 4.9378 -7.6900
O 0.9458 4.9014 -6.4981
O 2.0364 5.4590 -8.3933
H 2.1777 5.9178 -10.4167
H 2.4101 4.2108 -9.9854
H -0.1948 5.8134 -10.0597
H 0.0841 4.1377 -10.5767
*
```

## Properties
Kohn-Sham gap in eV: 7.38
Molecular weight in g mol⁻¹: 1184.52
Total energy in eV: -249113.697

=====

# 3
Formula: C38H40N2OS
Source: OMol25
Level of theory: wB97M-V/def2-TZVPD

```
! RIJCOSX wB97M-V def2-TZVPD def2/J DEFGRID3
* xyz 0 1
C -1.0504 -4.5881 -2.6208
C -1.3652 -3.2716 -3.0671
C -1.3643 -1.6035 -3.1845
C -0.0173 -0.8694 -3.8414
C 0.1399 0.7823 -3.9795
O 1.4204 1.3214 -4.5467
C 2.4096 0.9634 -3.4762
C 3.8344 1.7634 -3.6084
C 4.6125 1.6847 -2.1328
C 4.2079 0.3594 -1.2527
C -1.1039 1.7052 -3.4419
C -1.0462 3.3637 -3.4855
C -0.4501 3.8180 -1.9907
C -2.4445 0.9173 -2.8259
N -3.6718 1.6296 -2.2949
S -4.8084 0.3824 -1.7590
N -3.9881 -1.1630 -2.0822
C -2.6560 -0.7337 -2.6676
H -0.6374 -5.6391 -2.2368
H 0.8303 -1.6057 -4.1968
H 2.6745 -0.1990 -3.5235
H 1.8335 1.1938 -2.4564
H 4.5706 1.2005 -4.3606
H 3.7535 2.8687 -3.9848
H 4.3287 2.6751 -1.5370
H 5.7895 1.6124 -2.3159
H 4.0827 -0.6299 -1.8934
H 3.1278 0.5855 -0.7973
H 4.9188 0.1607 -0.3274
H -2.1548 3.7875 -3.6064
H -0.3494 3.7486 -4.3434
H -0.9309 3.0525 -1.2172
H 0.7242 3.7481 -2.0373
H -0.8157 4.9111 -1.6967
C 3.8735 -4.1840 2.8163
C 5.0701 -3.5415 3.1328
C 5.1871 -2.1619 2.9659
C 4.1080 -1.4246 2.4779
C 2.9145 -2.0684 2.1526
C 2.7961 -3.4475 2.3230
H 3.7804 -5.2580 2.9528
H 5.9119 -4.1163 3.5107
H 6.1187 -1.6610 3.2160
H 4.1981 -0.3494 2.3503
H 2.0753 -1.4948 1.7666
H 1.8652 -3.9487 2.0716
C -3.0379 6.7659 0.6186
C -2.8351 8.1232 0.8660
C -3.0100 9.0533 -0.1582
C -3.3839 8.6254 -1.4323
C -3.5777 7.2671 -1.6821
C -3.4064 6.3373 -0.6569
H -2.9080 6.0421 1.4186
H -2.5412 8.4566 1.8582
H -2.8552 10.1115 0.0358
H -3.5228 9.3500 -2.2298
H -3.8633 6.9327 -2.6765
H -3.5597 5.2790 -0.8511
C 7.7015 -7.9373 4.4961
C 7.1761 -9.1501 4.9410
C 5.8651 -9.2120 5.4123
C 5.0799 -8.0593 5.4429
C 5.6083 -6.8446 5.0067
C 6.9182 -6.7833 4.5318
H 8.7209 -7.8906 4.1227
H 7.7887 -10.0479 4.9196
H 5.4549 -10.1581 5.7558
H 4.0577 -8.1078 5.8076
H 4.9985 -5.9449 5.0360
H 7.3290 -5.8371 4.1897
C -10.3283 0.4886 1.3025
C -10.1419 1.7769 0.8022
C -9.0250 2.0670 0.0193
C -8.0911 1.0690 -0.2602
C -8.2727 -0.2171 0.2478
C -9.3916 -0.5082 1.0277
H -11.2022 0.2612 1.9069
H -10.8683 2.5554 1.0220
H -8.8818 3.0703 -0.3733
H -7.2221 1.2940 -0.8723
H -7.5419 -0.9935 0.0351
H -9.5341 -1.5110 1.4215
*
```

## Properties
Kohn-Sham gap in eV: 6.47
Molecular weight in g mol⁻¹: 572.82
Total energy in eV: -55899.961
Structure (SMILES): C#Cc1cc(OCCCC)c(CC)c2nsnc12.c1ccccc1.c1ccccc1.c1ccccc1.c1ccccc1